1.
DFT (ωB97M-V/def2-TZVPD) results for 5 unconnected molecules or ions with the total composition C37H81BN5O13 in a non-equilibrium geometry.

Last column: Mulliken charge in e.
Element x y z (Å)
C -3.640 8.591 1.931  -0.598
C 5.691 -2.807 -4.337  -1.468
H -2.124 4.907 5.955  0.329
C 4.520 -0.543 -6.046  -0.550
O -3.270 7.559 2.826  -0.453
C 0.291 0.201 -3.689  0.369
H -7.058 6.163 -0.844  0.415
C 5.845 -1.296 -4.038  0.864
H 1.896 -5.630 -2.183  0.090
C 2.925 -5.283 -2.045  -0.660
H 4.738 -3.161 -3.948  0.202
H -5.194 7.436 3.596  0.314
C 2.442 1.202 -4.067  -0.529
C 2.760 0.755 2.196  -0.460
H -5.592 4.837 8.580  0.402
N -5.325 5.881 1.178  -0.282
H -4.623 9.004 2.171  0.285
H 2.309 0.577 1.214  0.139
O -6.268 8.075 -0.593  -0.349
H 5.336 -7.227 -3.047  0.358
H 5.676 -3.036 -5.399  0.240
C -4.733 5.604 2.487  -0.474
H 3.257 -4.426 1.957  0.258
C -2.040 3.085 4.843  -0.623
H 3.990 -1.423 -5.686  0.294
H 0.672 -3.424 0.376  0.251
H -8.100 7.360 -0.063  0.399
H 1.023 -3.954 2.025  0.453
O 0.679 -7.068 0.087  -0.220
H -3.619 0.389 3.807  0.247
H -4.316 5.868 6.848  0.469
H -0.972 2.997 5.067  0.462
C -4.821 4.927 6.605  -0.794
C -0.527 -1.600 -5.336  -0.954
N 0.660 -1.547 3.190  -0.273
H 6.607 -1.662 -6.934  0.449
H 4.717 -6.981 -1.426  0.352
C -2.680 3.967 5.892  -0.710
O 0.352 -3.763 -4.227  -0.315
H 0.429 -1.110 1.121  0.032
H -4.537 3.389 5.320  -0.024
C -0.948 0.102 -2.862  -0.026
H 3.593 1.450 2.077  0.340
H -2.137 3.525 3.846  0.387
H 0.236 0.951 1.839  0.180
H -3.638 8.247 0.892  0.180
H 2.929 -9.519 -0.238  0.422
H 4.191 -9.240 -2.452  0.435
O 1.841 1.339 3.097  -0.476
H 0.430 -9.126 -0.163  0.411
N 2.324 -8.465 -1.936  -0.284
O 0.853 -3.395 -6.543  -0.543
H 7.487 -1.896 -2.731  0.380
H 1.813 -3.412 -6.447  0.300
H -0.828 -5.914 -0.629  0.202
H -5.261 1.697 6.297  0.168
H 4.367 -3.077 1.658  0.261
H -6.076 7.383 -2.541  0.348
C 5.854 -0.436 -5.318  0.031
H 3.166 -0.184 2.580  0.176
H 3.239 1.876 -3.807  0.523
H 6.458 -3.409 -3.870  0.444
H -0.854 -1.365 -6.343  0.261
C 4.415 -7.110 -2.470  -0.505
N -4.067 4.256 5.548  0.194
H -1.022 -0.380 3.600  0.274
H 3.327 -8.425 -3.742  0.374
H -5.888 1.013 7.795  0.323
H 1.173 1.662 -2.401  0.610
C 1.086 -3.106 1.339  -0.902
O -2.026 0.722 -3.345  -0.441
H 1.757 -7.656 -2.152  0.062
C 0.455 -0.575 -4.839  0.538
H 1.795 -0.918 -6.496  0.938
H -0.098 1.805 3.331  0.035
H 1.667 -1.464 3.235  0.159
H 3.232 -2.991 3.016  0.346
B 0.246 -3.004 -5.346  0.446
H 4.683 -0.674 -7.109  0.268
H -1.876 1.068 -4.235  0.410
C 7.080 -0.990 -3.161  -1.485
H 1.241 -4.139 -4.183  0.237
H 6.799 -0.358 -2.325  0.349
O -2.588 1.771 4.884  -0.335
N 2.578 0.470 -5.180  0.255
C -7.072 6.994 -0.133  -0.802
H 3.224 -5.427 -1.005  0.357
H 1.302 -8.600 1.281  0.386
C -5.296 1.829 7.382  -0.510
H 6.065 0.587 -5.011  0.571
H -5.795 5.193 6.185  0.376
C 1.622 -0.381 -5.578  -0.127
H 0.331 -0.169 4.692  0.301
H 2.938 -4.210 -2.260  0.353
C 2.489 -8.551 -0.489  -0.177
C 1.158 -8.405 0.215  -0.841
H -0.779 -2.202 1.831  0.331
H 7.855 -0.508 -3.747  0.361
H 4.975 -0.983 -3.456  0.253
C -6.625 6.539 1.239  -0.200
H -2.744 1.575 2.821  0.315
C 0.280 -1.931 1.837  0.078
H -2.899 9.386 2.017  0.294
C 0.066 -0.289 3.639  -0.572
H -4.283 1.764 7.788  0.273
H -4.253 2.036 3.654  0.295
H -6.612 7.422 1.891  0.194
C -0.495 -6.949 -0.695  -0.800
H -3.982 6.386 4.301  0.167
C 0.483 0.983 2.908  0.019
O 3.802 -5.922 -2.955  -0.319
C 3.362 -3.337 1.986  -0.825
H -0.311 -7.190 -1.748  0.354
C -5.468 7.766 -1.715  -0.718
C 6.982 -0.888 -6.271  -1.654
C 3.576 -8.365 -2.680  -0.820
H -4.145 3.864 8.397  0.369
H -4.691 7.032 -1.471  0.295
H 3.150 -7.764 -0.100  0.144
O -0.982 -0.466 -1.835  -0.440
O 3.710 0.665 -5.912  -0.410
C -3.338 1.439 3.731  -0.685
H 7.370 -0.064 -6.857  0.372
H -4.688 6.468 0.655  0.126
C -4.340 6.791 3.356  -0.293
C 1.295 1.088 -3.304  -0.852
H -1.291 -7.595 -0.314  0.331
H -5.418 4.968 3.054  0.238
H 7.789 -1.353 -5.719  0.406
O -5.930 3.043 7.740  -0.448
H -2.594 3.452 6.858  0.302
O 2.442 -2.719 1.103  -0.153
H -4.987 8.688 -2.037  0.243
H -1.370 -1.634 -4.652  0.417
H -3.829 5.013 2.312  0.243
H -7.360 5.834 1.637  0.354
C -5.075 4.159 7.896  -0.679

Atoms 1-6, force components in eV/Å:
0.20 -0.04 0.04
-0.60 0.31 -0.01
-0.02 0.02 0.02
0.66 -0.01 -0.18
-0.12 0.07 -0.07
0.56 0.12 -0.43

LUMO: -0.166 hartree
max |F|: 0.033 Eh/bohr
highest occupied orbital energy: -0.3551 hartree
charge: +1
spin multiplicity: 1
Kohn-Sham gap: 5.14 eV

***

2.
DFT (ωB97M-V/def2-TZVPD) results for 7 unconnected molecules or ions with the total composition C37H83B3FNO9.

Last column: Mulliken charge in e.
Element x y z (Å)
H -8.403 2.820 -2.752  0.426
H -1.843 1.947 -0.614  0.243
F 4.743 0.811 -1.291  -0.389
H 3.431 -5.267 0.584  0.078
H 10.735 6.304 2.545  0.407
H 3.436 4.634 5.197  0.408
C 6.839 4.771 -1.426  -1.238
C 2.596 1.015 -2.296  -0.869
C -3.854 1.568 -3.410  -1.400
O 5.603 5.559 2.782  -0.461
H -0.578 -4.309 -4.224  0.443
H -4.967 -1.702 0.827  0.300
H 1.790 -4.726 -3.790  0.436
H -8.497 -4.226 5.650  0.341
C 3.197 5.421 2.547  -0.821
C -8.325 -6.577 3.112  -1.306
N -9.105 0.032 -1.221  0.230
B 1.794 -0.125 -1.577  0.039
H 4.847 -3.706 -0.722  0.221
H 5.766 -6.475 -0.415  0.351
O 0.421 -0.025 -1.361  -0.219
H 10.533 6.614 0.101  0.315
H -1.351 2.042 -2.305  0.171
C 4.368 5.608 3.498  0.344
H -6.315 -5.130 3.891  0.309
H -0.721 -3.335 -2.760  -0.259
H -7.912 -0.914 1.591  0.374
H -9.527 -5.650 5.432  0.376
C 5.700 6.968 -0.998  -1.316
H -5.353 -4.218 -0.839  0.394
H 5.203 4.734 5.288  0.323
H -6.957 -2.956 1.396  -0.155
H 6.029 -6.035 1.994  0.367
H 1.899 1.765 -2.669  0.204
H 9.287 9.228 0.651  0.347
H -9.303 -7.034 3.264  0.383
H -3.057 1.418 -4.144  0.366
H 4.467 -6.829 2.203  0.361
C 9.642 6.339 2.529  -1.437
H -8.125 -6.527 2.042  0.314
H -2.495 3.227 -1.652  0.501
B -0.057 -0.914 -0.410  0.500
C -7.683 -1.090 0.539  -0.464
H -7.020 -0.286 0.233  0.103
C 4.358 4.579 4.617  -1.315
C 9.161 7.195 1.370  0.895
H -7.570 -7.227 3.564  0.330
H -1.257 -6.077 -3.005  0.357
H 1.821 -4.552 -1.277  0.078
H 3.110 0.565 -3.149  0.319
C 5.659 5.466 -0.772  1.626
C 1.280 -3.914 -3.269  -1.350
H 6.257 -4.153 0.233  0.476
H -2.684 -3.340 0.262  0.424
H -4.199 2.600 -3.488  0.396
H -2.839 -4.335 -2.508  0.330
C -6.941 -2.431 0.442  -0.331
H -9.828 -0.883 0.484  0.220
H -2.222 -0.243 -2.538  0.197
H -3.484 -5.501 -1.338  0.429
H 4.440 3.570 4.201  0.308
H -10.767 -0.762 -2.271  0.380
H 2.244 5.499 3.073  0.451
H 6.829 4.930 -2.508  0.378
H 9.307 9.089 2.416  0.369
C 4.947 -5.878 1.974  -1.485
C -0.218 -4.199 -3.201  0.191
C -4.770 -3.614 -0.138  -1.169
O -6.993 -4.586 3.476  -0.497
H -0.876 -4.233 -0.640  -0.003
C -10.062 0.048 -2.197  -0.475
H 10.742 8.661 1.473  0.359
H 3.801 2.734 0.460  -0.071
C -5.472 -2.274 0.043  -0.513
H 9.298 6.738 3.484  0.359
H -7.409 -3.103 -0.283  0.460
H -10.523 1.460 -3.778  0.412
H 8.070 7.182 1.342  0.004
H -4.679 0.905 -3.669  0.325
O 2.412 -1.274 -1.108  0.037
O -2.945 -0.108 -1.914  -0.333
H 5.676 4.680 2.393  0.265
C 5.169 -4.050 0.260  -1.223
H 4.852 7.452 -0.512  0.314
H 1.415 -3.025 -3.894  0.375
H -9.208 -1.976 -0.729  0.452
H -4.789 -4.123 0.830  0.192
C -0.604 -5.453 -2.389  -1.182
C -3.322 -3.463 -0.615  0.369
H -7.510 1.359 -0.700  0.417
H 4.333 6.611 3.927  0.250
C -9.011 -1.031 -0.225  -0.495
H 5.665 5.269 0.298  -0.778
H -0.719 -0.547 0.501  -0.150
C -1.374 -5.068 -1.128  -0.156
H -3.271 -2.553 -1.212  -0.302
C 4.516 -5.380 0.603  0.770
C -2.818 -4.646 -1.462  -0.881
H 9.274 5.318 2.428  0.315
O 0.350 -2.223 -0.513  -0.320
O 4.422 4.921 -1.246  -0.515
H 4.918 -3.282 0.994  0.304
H -5.426 -1.711 -0.893  0.413
C 3.146 2.008 -0.016  -0.963
C -9.904 1.176 -2.944  -0.563
H 6.807 3.694 -1.252  0.303
C -8.335 1.152 -1.355  -0.279
H -1.383 -5.900 -0.421  0.483
O 4.811 -6.351 -0.401  -0.565
H 6.622 7.398 -0.607  0.234
H 4.008 2.587 -1.878  0.143
H -8.985 -4.539 3.241  0.251
H 0.272 -6.065 -2.166  0.465
H 4.690 -5.161 2.755  0.360
H 4.375 5.087 -2.194  0.318
H 3.220 6.168 1.754  0.235
B 1.572 -2.391 -1.159  -0.042
C -8.804 1.882 -2.407  -0.656
H 3.069 -3.654 -2.113  0.092
H 3.247 4.436 2.074  -0.005
H -4.156 1.371 -1.294  0.209
C 1.998 -3.683 -1.919  0.225
H 2.144 2.436 -0.072  0.315
H 3.095 1.101 0.588  0.357
C 9.649 8.631 1.487  -1.425
O 9.570 6.628 0.123  -0.495
H 7.783 5.157 -1.037  0.261
C -8.542 -5.229 5.226  -1.381
C -8.260 -5.190 3.732  0.542
H -7.794 -5.843 5.734  0.355
C -3.341 1.262 -2.012  0.423
C 3.643 1.677 -1.406  0.874
H 5.645 7.189 -2.068  0.427
C -2.192 2.179 -1.621  -1.144

Atoms 1-6, force components in eV/Å:
0.03 0.03 -0.01
0.01 0.00 0.00
0.00 0.07 0.02
-0.02 -0.05 -0.06
0.01 0.04 0.02
-0.01 0.00 -0.01

LUMO: 0.019 hartree
max |F|: 0.018 Eh/bohr
highest occupied orbital energy: -0.2956 hartree
spin multiplicity: 1
Kohn-Sham gap: 8.55 eV

***

3.
DFT (ωB97M-V/def2-TZVPD) results for a molecular structure, C37H86CaCuN5O9 in a non-equilibrium geometry.

Last column: Mulliken charge in e.
Element x y z (Å)
C -14.923 2.687 -4.017  -1.927
H -20.487 -3.408 4.507  0.493
H -9.610 6.379 -0.995  0.270
H -16.814 0.906 5.971  0.290
N -11.103 2.928 1.997  0.108
H -16.599 4.433 5.712  -0.763
C -19.786 5.869 7.798  0.109
H -17.076 -0.084 0.501  0.235
H -18.355 -3.608 5.741  0.459
C -14.868 1.863 8.455  -0.911
H -21.451 3.275 6.508  0.596
C -17.591 -0.675 -2.070  -1.974
C -17.781 0.969 5.454  -2.452
H -16.324 7.815 6.652  0.267
H -17.089 5.464 7.003  0.773
H -13.908 1.361 8.296  0.398
H -13.054 3.020 1.168  -0.526
C -20.251 4.253 5.116  -0.144
H -17.759 5.948 3.726  0.128
C -18.484 -2.775 5.053  -0.735
H -15.668 6.324 4.936  -0.171
C -17.835 -1.494 5.592  -1.442
C -12.050 3.409 0.978  0.442
C -20.229 -1.405 3.768  1.299
C -11.912 4.881 0.717  -0.969
O -14.998 2.949 7.531  -0.130
H -13.941 6.501 5.207  0.709
H -14.482 3.855 2.556  0.382
H -18.621 4.682 2.954  0.304
H -14.839 2.192 9.497  0.320
H -15.971 3.234 3.399  0.100
H -9.968 1.758 0.719  0.523
H -20.401 1.260 3.610  0.269
H -20.170 3.294 4.589  -0.218
H -10.341 3.599 2.019  0.295
C -20.561 3.918 6.549  -0.967
N -14.969 5.430 6.715  0.051
H -18.908 5.200 7.842  -0.314
C -18.734 5.437 3.742  -0.845
H -21.822 5.177 11.001  0.305
N -20.936 5.035 7.388  -0.463
H -17.127 0.458 2.825  0.321
H -22.323 -1.779 3.444  0.424
H -12.852 1.441 -2.593  0.489
H -10.939 7.084 -0.183  0.343
C -21.691 -1.021 3.914  -1.943
H -11.875 2.907 0.013  0.221
N -19.397 -0.250 4.156  0.535
C -16.292 3.576 7.664  -0.568
H -17.967 -3.007 4.117  0.310
H -9.583 6.502 0.811  0.300
C -14.917 6.525 5.702  -0.443
H -15.234 8.700 5.634  0.518
O -18.979 4.897 5.011  0.170
H -9.807 1.247 2.359  0.439
H -13.120 -1.388 2.466  0.476
C -16.977 -0.366 3.524  -1.547
H -16.020 -0.166 4.029  0.060
C -13.124 8.252 7.197  -0.508
O -19.584 0.862 3.295  -0.430
C -13.858 -0.073 -1.531  0.973
C -16.760 0.691 -0.203  -1.112
Cu -12.008 2.399 3.889  -0.058
H -13.521 -0.584 3.952  0.310
H -20.472 -2.818 2.189  0.433
H -14.201 3.487 -4.159  0.326
H -14.823 2.480 -0.582  -0.177
C -15.284 7.847 6.321  -0.817
C -11.640 0.559 1.529  1.248
C -10.547 1.594 1.633  -1.292
H -20.277 -1.141 1.665  0.390
H -18.481 -0.087 -2.280  0.446
H -11.747 5.418 1.664  0.432
H -14.180 0.110 2.565  -0.055
C -19.952 -2.497 4.791  -1.304
H -19.141 7.001 9.467  0.357
H -21.324 4.667 8.249  0.333
H -14.876 2.149 2.552  -0.643
H -13.763 0.457 -3.613  0.363
C -13.842 0.966 -2.648  -1.623
H -15.012 5.857 7.644  0.280
H -16.768 -1.745 5.545  0.255
H -15.885 1.088 0.337  -0.186
H -19.434 6.236 3.474  0.355
H -12.647 8.608 8.105  0.284
C -14.919 3.059 3.165  0.007
H -19.827 3.231 7.007  0.384
H -20.693 6.466 11.593  0.341
H -20.957 6.909 9.245  0.472
H -16.507 3.846 8.703  0.611
C -16.311 4.757 6.714  -0.100
O -14.508 8.195 7.452  -0.365
H -14.858 1.959 -4.830  0.436
C -14.887 2.995 -1.542  -1.360
C -13.273 -0.401 2.899  -0.466
O -12.073 0.363 2.872  -0.331
C -16.388 0.155 -1.594  1.607
H -15.293 -1.328 -2.518  0.454
H -18.557 1.191 6.187  0.843
H -19.599 6.594 7.008  0.357
H -17.050 2.842 7.383  0.209
H -12.744 5.346 0.186  0.593
H -15.906 3.137 -4.188  0.423
H -11.293 -0.347 1.026  0.508
H -13.968 3.587 -1.615  0.484
H -17.470 1.512 -0.278  0.503
Ca -13.354 3.759 6.288  1.413
H -18.083 -1.270 6.629  0.482
H -21.977 -0.991 4.963  0.394
O -17.371 2.028 -2.708  -0.490
H -17.728 1.827 -3.579  0.400
C -15.188 -0.814 -1.562  -1.576
H -17.315 -1.238 -2.963  0.453
H -15.663 1.131 8.322  0.240
H -15.388 -1.471 -0.716  0.454
H -13.053 -0.789 -1.712  0.610
H -13.696 0.411 -0.564  -1.125
N -16.232 1.213 -2.606  0.231
C -19.898 -1.906 2.348  -1.599
H -12.871 8.936 6.376  0.318
H -15.750 3.659 -1.525  0.364
H -21.938 -0.089 3.403  0.434
C -20.002 6.381 9.196  -0.876
H -17.710 1.826 4.773  0.198
H -17.887 -1.409 -1.314  0.333
C -14.978 1.967 -2.678  1.851
C -18.036 -0.305 4.648  2.111
H -20.460 4.792 12.025  0.228
O -19.992 5.248 10.057  -0.287
H -18.835 -1.996 2.153  0.286
C -10.186 6.292 -0.074  -0.837
H -12.690 7.276 6.921  0.060
H -21.042 4.884 4.705  0.583
H -20.393 -2.223 5.758  0.413
H -12.418 0.955 0.872  -0.929
H -16.857 -1.319 3.013  0.566
C -20.783 5.446 11.214  -0.794
O -10.747 4.990 -0.093  -0.359
O -14.161 2.874 4.349  -0.016

Atoms 1-6, force components in eV/Å:
-1.42 -0.07 -0.79
0.06 0.06 -0.22
0.40 -0.09 0.28
-0.03 -0.13 -0.02
-0.01 -0.38 1.11
0.34 -0.07 -0.06

LUMO: -0.255 hartree
max |F|: 0.048 Eh/bohr
highest occupied orbital energy: -0.4271 hartree
charge: +2
relative energy (zero: lowest compared OMol25 entry of this formula, charge and spin): 1.6620 eV
spin multiplicity: 1
Kohn-Sham gap: 4.67 eV